(1)
C8H9N3OS in the gas phase in a non-equilibrium geometry. Source: the Open Molecules 2025 dataset; level of theory: the ωB97M-V functional and the def2-TZVPD basis.

electronic energy = -25791.4483 eV
LUMO = 0.0454 eV
E_HOMO = -8.5 eV
SMILES = NC(=S)N/N=C\c1ccccc1O
gap between HOMO and LUMO = 8.553 eV
relative energy (zero: lowest compared OMol25 entry of this formula, charge and spin) = 83.5 kcal/mol

```
22
Properties=species:S:1:pos:R:3:forces:R:3:mulliken_charge:R:1
S -3.78383 -1.65653 -0.69166 -0.236 0.816 0.236 -0.3268
O 0.09619 -1.58332 1.16467 -0.011 0.682 -0.543 -0.5553
N -1.92166 -0.17518 0.36998 0.732 2.556 -2.138 -0.3275
N -1.35423 1.19948 0.55023 0.053 -0.174 -0.719 -0.5586
N -4.21175 1.01119 0.02618 -0.375 -3.308 -1.606 -0.3900
C -3.31813 -0.21420 -0.04841 -2.291 2.412 -0.350 0.1226
C 2.24666 -1.75130 0.20490 -4.293 -0.287 3.277 -0.6411
C 1.01605 -0.98599 0.41398 1.661 1.964 -0.523 0.6500
C 2.16755 1.04347 -0.52421 -1.616 -1.001 -0.159 -0.8603
C 3.17012 0.23878 -0.87444 3.045 -2.294 -0.351 -0.5165
C -0.08440 1.39326 0.29041 -2.084 -0.117 1.448 -0.2390
C 3.26037 -1.17041 -0.37298 3.659 1.849 -1.644 -0.2137
C 0.95811 0.43165 0.05396 1.843 -1.020 -0.396 0.9258
H -3.94558 1.78784 0.57841 0.696 0.525 0.427 0.2367
H -0.65851 -0.96043 1.07043 -0.740 -0.963 1.072 0.6369
H 0.25897 2.47520 0.36741 -0.682 -1.444 -0.090 0.2859
H -1.43324 -0.58879 -0.48777 -0.859 0.370 1.350 0.3664
H 4.03100 0.63418 -1.48932 -0.931 -0.492 1.054 0.3004
H -5.25544 1.12036 -0.42497 3.972 -1.324 1.564 0.2549
H 2.22028 -2.61127 0.93438 0.567 0.444 -1.533 0.2877
H 4.25576 -1.73648 -0.30772 -1.387 1.199 -0.657 0.2760
H 2.28570 2.09848 -0.80348 -0.725 -0.393 0.281 0.2854
```
Forces are in eV/Å.

=====

(2)
A molecular structure, C8H9N4ReSSbSe4 in a non-equilibrium geometry. Source: the Open Molecules 2025 dataset; level of theory: the ωB97M-V functional and the def2-TZVPD basis.

electronic energy = -295261.3753 eV
LUMO (spin up / spin down) = -13.0022 / -12.9950 eV
E_HOMO (spin up / spin down) = -18.0 / -18.0 eV
gap between HOMO and LUMO (spin up / spin down) = 5.010 / 5.018 eV
charge = +3
relative energy (zero: lowest compared OMol25 entry of this formula, charge and spin) = 0.0 kcal/mol

```
28
Properties=species:S:1:pos:R:3:forces:R:3:mulliken_charge:R:1
Re 0.07621 -1.34344 -0.37403 1.323 -1.036 0.565 0.7917
Sb -1.38478 -5.80076 -0.55885 0.216 -1.070 -0.135 1.0530
Se -2.18958 -5.60598 -2.79530 0.633 -0.011 1.831 -0.0580
Se 1.97715 -2.34065 0.24697 -1.602 0.985 -0.666 0.1416
Se -0.45760 -6.48067 1.51578 -0.714 0.449 -1.610 -0.0806
Se -1.56410 -2.88995 -0.08240 0.304 1.267 -0.276 0.0550
S 0.03091 -1.56079 -2.70063 -0.187 0.272 0.483 -0.1556
N 0.67896 1.00886 -2.32213 0.322 0.913 -0.644 -1.1974
N -0.29478 -0.08359 1.32188 0.054 -0.283 -0.699 -0.1901
N 0.44324 0.68870 -1.05023 -0.372 -1.092 0.712 0.5649
N 0.67528 0.29203 -4.50210 0.053 0.035 -0.267 -0.3580
C 0.06447 2.07278 2.27499 0.053 -0.084 -0.271 -0.5884
C 0.10915 1.20612 1.19832 -0.074 0.200 0.399 0.4650
C -0.89160 0.31759 3.59434 0.060 0.094 -0.074 -0.7864
C 0.90861 3.01468 -0.43921 0.049 0.170 -0.013 -1.4359
C -0.78437 -0.51536 2.49593 0.005 -0.058 0.206 0.0613
C 0.52601 0.09232 -3.20959 -0.033 -0.583 0.560 0.7690
C -0.44665 1.62666 3.48928 -0.042 -0.096 0.095 -0.4845
C 0.51703 1.62107 -0.13995 0.029 0.077 -0.317 0.9751
H 0.06647 3.68887 -0.25250 -0.036 -0.053 0.009 0.4202
H -0.50026 2.29671 4.33785 -0.001 0.005 -0.003 0.4789
H 0.91421 1.20967 -4.85496 -0.009 0.027 0.088 0.2610
H 0.41842 3.08737 2.16013 -0.053 0.019 0.016 0.4522
H 0.55746 -0.44440 -5.17900 0.009 -0.043 0.009 0.2039
H 1.71960 3.33302 0.22061 0.010 -0.054 0.014 0.4323
H 1.21868 3.12668 -1.47130 0.012 -0.027 0.018 0.3557
H -1.07601 -1.55182 2.56253 -0.027 -0.005 -0.033 0.4154
H -1.31214 -0.06571 4.51357 0.017 -0.017 0.004 0.4386
```
Forces are in eV/Å.

=====

(3)
2 unconnected molecules or ions with the total composition C8H9NO in a non-equilibrium geometry. Source: the Open Molecules 2025 dataset; level of theory: the ωB97M-V functional and the def2-TZVPD basis.

electronic energy = -11974.3052 eV
LUMO = 0.6339 eV
E_HOMO = -7.9 eV
SMILES = C=C=C1C=CCC=N1.C=O
gap between HOMO and LUMO = 8.532 eV
relative energy (zero: lowest compared OMol25 entry of this formula, charge and spin) = 127.8 kcal/mol

```
19
Properties=species:S:1:pos:R:3:forces:R:3:mulliken_charge:R:1
O 1.38124 -0.41612 -0.95437 -0.213 -0.639 -1.333 -0.3214
N -1.55422 -0.24716 -0.39141 -0.611 2.117 -0.121 -0.5686
C 0.01976 -1.10576 1.78896 -1.969 -0.740 0.048 -0.4364
C -0.85045 -2.12590 1.08829 -0.184 3.454 -0.922 -0.6345
C -1.77302 -1.36049 0.15402 -0.403 -1.533 -2.277 -0.1029
C -0.07102 0.17320 1.47621 2.155 0.610 1.240 -0.2674
C 1.67430 0.16913 -1.96063 2.093 -0.543 -0.680 -0.2305
C 0.27295 2.91606 -0.78520 1.382 -4.274 -1.037 -1.0285
C -0.63261 0.62508 0.20334 1.221 1.660 0.630 0.5314
C -0.11809 1.76225 -0.30903 -2.257 -1.265 0.470 0.1789
H 0.51643 0.83536 2.16067 -0.574 -0.107 -1.138 0.2894
H 1.43865 -0.14021 -3.08819 -0.165 0.541 2.180 0.2136
H 0.59816 -1.49893 2.58328 0.514 0.087 0.925 0.4444
H -0.11567 3.74004 -0.37393 -1.379 3.391 0.903 0.3464
H -2.62990 -1.85384 -0.41129 1.003 -0.171 1.279 0.3787
H 1.02597 2.87811 -1.56735 0.213 0.604 0.192 0.2138
H -0.14264 -2.64369 0.50614 0.300 -1.644 -0.951 0.2711
H 2.47672 0.95461 -1.80453 -0.827 -0.032 -0.795 0.3219
H -1.51656 -2.66175 1.68502 -0.299 -1.517 1.386 0.4004
```
Forces are in eV/Å.

=====

(4)
C8H9NO in the gas phase in a non-equilibrium geometry. Source: the Open Molecules 2025 dataset; level of theory: the ωB97M-V functional and the def2-TZVPD basis.

electronic energy = -11974.7803 eV
LUMO (spin up / spin down) = 0.1834 / -2.2149 eV
E_HOMO (spin up / spin down) = -9.0 / -7.5 eV
gap between HOMO and LUMO (spin up / spin down) = 9.169 / 5.277 eV
relative energy (zero: lowest compared OMol25 entry of this formula, charge and spin) = 116.9 kcal/mol

```
19
Properties=species:S:1:pos:R:3:forces:R:3:mulliken_charge:R:1
O -1.94481 -1.80438 -1.44545 -0.528 -1.286 -1.181 -0.6151
N 0.65917 -0.68605 0.39348 -1.062 -2.248 3.513 -0.2285
C 0.80484 -0.30883 -0.83083 -1.414 1.576 -1.726 0.5762
C 1.80263 -1.23631 0.82668 0.738 2.242 -1.141 -0.6867
C -0.47672 0.01539 -1.55442 0.492 -0.500 -0.072 -0.7369
C 2.80105 -0.84995 -0.11353 2.448 0.678 -3.867 -0.1423
C -1.83109 -0.57715 0.46311 -0.794 -0.648 0.223 -0.1620
C -2.07415 0.75322 1.01267 2.613 0.414 -0.192 -0.8839
C -1.52431 -0.80724 -0.90549 -0.150 -0.403 1.395 0.5432
C 2.14180 -0.34671 -1.29990 0.992 -1.628 4.035 -0.8241
H 2.04251 -1.74154 1.73843 -0.613 -0.090 0.525 0.4216
H -2.14225 -1.47347 0.98698 -0.079 0.097 0.089 0.4144
H -3.07008 0.74687 1.37718 -1.186 0.826 -0.056 0.3484
H 3.93429 -0.87086 -0.01871 -1.732 -0.449 -0.004 0.3346
H 2.39623 -0.20728 -2.30548 0.944 0.442 -0.925 0.4411
H -0.44486 -0.38002 -2.52940 0.389 -0.367 -1.507 0.3617
H -1.42820 0.97685 1.90190 -0.339 -0.164 -0.635 0.2375
H -1.74894 1.42966 0.17382 -1.090 0.162 1.259 0.2291
H -0.82956 1.01002 -1.67391 0.372 1.346 0.266 0.3716
```
Forces are in eV/Å.

=====

(5)
C8H9NO in the gas phase in a non-equilibrium geometry. Source: the Open Molecules 2025 dataset; level of theory: the ωB97M-V functional and the def2-TZVPD basis.

electronic energy = -11975.1573 eV
LUMO = 0.9135 eV
E_HOMO = -8.5 eV
SMILES = C#C[C@@H]1C=CN=C(OC)C1
gap between HOMO and LUMO = 9.392 eV
relative energy (zero: lowest compared OMol25 entry of this formula, charge and spin) = 108.2 kcal/mol

```
19
Properties=species:S:1:pos:R:3:forces:R:3:mulliken_charge:R:1
O -0.14343 1.28718 -1.32847 -0.652 -0.321 0.605 -0.3342
N -1.30715 0.14379 0.36007 0.422 0.616 -0.591 -0.5381
C 1.19508 -1.80523 -1.23987 -0.048 0.812 2.614 0.0855
C 1.07093 -1.30375 -0.13873 0.993 -1.439 -2.158 -0.8106
C 0.91169 0.85586 0.78922 2.828 0.601 0.545 -0.7851
C -1.27547 1.35947 -2.23065 -1.095 -1.964 -0.281 -0.6387
C 1.15263 -0.61496 1.15442 2.929 -1.987 0.065 0.3058
C 0.01152 -1.07892 1.99724 -0.856 0.585 0.491 -0.5223
C -0.25258 0.71001 -0.11393 -1.709 1.351 0.206 0.7062
C -1.12368 -0.47341 1.59180 -1.327 -1.809 2.081 -0.3247
H -1.99349 -0.66863 2.27613 0.380 0.445 -1.338 0.3232
H 0.81156 1.44837 1.71553 -0.952 -0.238 -0.371 0.3154
H 1.79973 1.35426 0.34596 -0.560 -0.734 -0.376 0.2741
H 1.55781 -2.41620 -1.99846 -0.039 -0.469 -1.126 0.5131
H -1.17393 2.32174 -2.71258 -0.420 0.298 0.205 0.2400
H -2.30530 1.10710 -1.76270 1.920 0.925 -0.336 0.3074
H -1.18652 0.59324 -3.06292 0.316 0.642 1.089 0.2301
H 0.00816 -1.81826 2.84229 0.336 1.077 -1.001 0.3334
H 2.24243 -1.00166 1.51565 -2.466 1.612 -0.320 0.3196
```
Forces are in eV/Å.

=====

(6)
C8H9NO in the gas phase in a non-equilibrium geometry. Source: the Open Molecules 2025 dataset; level of theory: the ωB97M-V functional and the def2-TZVPD basis.

electronic energy = -11972.1629 eV
LUMO (spin up / spin down) = 0.2983 / -0.5745 eV
E_HOMO (spin up / spin down) = -7.3 / -7.5 eV
gap between HOMO and LUMO (spin up / spin down) = 7.572 / 6.944 eV
relative energy (zero: lowest compared OMol25 entry of this formula, charge and spin) = 177.2 kcal/mol

```
19
Properties=species:S:1:pos:R:3:forces:R:3:mulliken_charge:R:1
O 2.69054 1.32088 0.49181 1.295 -0.087 -0.153 -0.2470
N 1.38178 3.04022 1.06026 1.116 1.462 -0.375 -0.6613
C 0.98844 -1.41046 -1.47475 1.000 0.534 3.948 -0.9851
C -1.08370 0.30652 1.35164 -1.479 -1.107 1.502 -0.4583
C 0.67543 1.88308 1.13570 0.306 -0.624 -0.045 0.7259
C 1.53735 0.79095 0.89883 -2.788 -3.439 -2.403 -0.4427
C -0.62714 1.70358 1.24526 -3.946 0.746 0.919 -0.4165
C 0.33696 -0.50415 -0.45733 3.914 1.875 0.264 0.0249
C 2.53391 2.64791 0.67732 0.509 1.591 0.318 -0.0774
C -0.94798 -0.56441 0.07560 -1.508 0.207 1.621 -0.2682
H -0.35977 -0.11534 2.14494 -1.564 -0.074 -1.031 0.3449
H -1.42357 2.49222 1.38001 1.424 -0.599 -0.339 0.3320
H 0.90541 -0.74464 -2.30966 0.821 -0.382 -1.260 0.3005
H -1.75479 -0.28575 -0.61281 0.258 0.198 -0.416 0.2789
H 3.39968 3.29448 0.59437 0.015 -0.311 -0.250 0.3820
H 0.38973 -2.33279 -1.52331 0.512 0.104 -0.414 0.2980
H -1.21314 -1.57231 0.37222 -0.167 -0.618 0.198 0.2844
H -2.22199 0.19594 1.62688 2.326 0.437 0.037 0.3219
H 2.05200 -1.56583 -0.94612 -2.044 0.088 -2.122 0.2631
```
Forces are in eV/Å.